(1)
The following is a DFT calculation (the ωB97M-V functional and the def2-TZVPD basis) of C39H38AsBaCl4N11O4P2 as an isolated structure.

Output
**Kohn-Sham gap**: 4.879 eV
**ΔE to the lowest compared entry with this formula, charge and spin**: 65.2 kJ/mol
**HOMO level**: -1.30 eV
**Total energy**: -7197.26331 a.u.
**LUMO level**: 3.577 eV

Structure (ORCA input):
```
! wB97M-V def2-TZVPD RIJCOSX def2/J DEFGRID3
* xyz -2 1
Ba -0.77461 -0.74852 -1.09473
N -0.25115 -4.87004 -1.66471
C 0.51295 -4.41678 -0.58360
N 1.29430 -5.27512 0.07351
N 1.81890 -4.55088 1.07258
N 1.37893 -3.33322 1.00770
N 0.53038 -3.20375 -0.03500
C -0.68489 -4.15490 -2.78651
N -0.96453 -4.77883 -3.93236
N -1.37273 -3.78447 -4.74423
N -1.33305 -2.64503 -4.12302
N -0.89271 -2.85734 -2.86090
H -0.03144 -5.82454 -1.89751
O -0.94008 -0.09704 1.50714
P 0.16707 0.27721 2.42885
C 1.86040 -0.21931 1.88460
P 2.43174 0.47165 0.28618
O 1.67805 -0.03064 -0.89403
C 4.16588 -0.02734 0.13166
C 4.55665 -0.49811 -1.11778
C 5.87283 -0.88347 -1.33272
C 6.80096 -0.79876 -0.30619
C 6.41429 -0.33357 0.94406
C 5.10004 0.04784 1.16162
C 2.45695 2.27017 0.31137
C 3.25300 3.01225 1.18536
C 3.30625 4.38863 1.07412
C 2.56149 5.03143 0.08796
C 1.76307 4.29982 -0.77287
C 1.70867 2.91320 -0.67045
C 0.22854 2.03856 2.76044
C -0.65593 2.84648 2.05340
C -0.65922 4.21918 2.28571
C 0.20473 4.76860 3.21743
C 1.09323 3.95923 3.92237
C 1.10902 2.59712 3.68937
C -0.01295 -0.57379 4.01149
C 0.15768 -1.96183 3.98979
C 0.00150 -2.69507 5.15524
C -0.32184 -2.05384 6.34456
C -0.49754 -0.67797 6.36798
C -0.34712 0.06235 5.20247
H 1.82799 -1.30969 1.70000
H 2.56364 0.01032 2.68844
H 3.81478 -0.57356 -1.90299
H 6.16876 -1.25880 -2.30405
H 7.82488 -1.11035 -0.47315
H 7.13445 -0.27502 1.75068
H 4.80648 0.39098 2.14717
H 3.83406 2.51824 1.95638
H 3.92127 4.96389 1.75599
H 2.60019 6.11131 0.00283
H 1.15625 4.79258 -1.52057
H 1.05267 2.34617 -1.32148
H -1.28994 2.41168 1.28478
H -1.33036 4.84592 1.71276
H 0.19967 5.83842 3.39152
H 1.77703 4.39618 4.64045
H 1.79914 1.96364 4.23829
H 0.41662 -2.47209 3.06407
H 0.13729 -3.76883 5.12802
H -0.44754 -2.63034 7.25339
H -0.75080 -0.17630 7.29404
H -0.50076 1.13383 5.22208
Cl -4.50086 5.73312 -2.24312
C -4.12320 4.03980 -2.05099
C -5.04887 3.07675 -2.36134
Cl -6.63176 3.52476 -2.94490
C -4.70410 1.71607 -2.22660
Cl -5.88487 0.47848 -2.58026
C -3.43462 1.27825 -1.82831
O -3.11603 0.03878 -1.75683
C -2.44246 2.31263 -1.45396
O -1.28219 1.97101 -1.01418
C -2.84905 3.64607 -1.58896
Cl -1.67712 4.87368 -1.14463
C -0.99185 0.09543 -6.81218
N 0.08814 -0.46535 -6.01289
C 0.51881 -1.81853 -6.35800
C 0.13741 -0.11084 -4.73425
N 0.15611 0.17761 -3.61838
H -0.64734 0.23196 -7.83935
H -1.28400 1.05963 -6.40387
H -1.86356 -0.56597 -6.80842
H 0.95111 -1.79859 -7.36085
H -0.31489 -2.52211 -6.31600
H 1.27037 -2.14839 -5.64532
C -4.30557 -3.37942 -0.75886
As -3.14139 -2.28313 0.37058
C -3.01396 -3.50943 1.90409
C -4.51655 -1.11735 1.12653
H -5.15755 -3.76857 -0.19838
H -3.72472 -4.20023 -1.18037
H -4.65097 -2.74644 -1.57708
H -3.98820 -3.93369 2.15673
H -2.62715 -2.95626 2.76224
H -2.31304 -4.31228 1.67042
H -5.33162 -1.70503 1.55395
H -4.89419 -0.47814 0.32810
H -4.06375 -0.49201 1.89665
*
```

These are the Löwdin partial charges, in e, on atoms 1 to 8: number 1, Ba, carries 1.732; number 2, N, carries 0.110; number 3, C, carries -0.505; number 4, N, carries -0.012; number 5, N, carries -0.133; number 6, N, carries -0.147; number 7, N, carries -0.050; number 8, C, carries -0.518


(2)
The following is a DFT calculation (the ωB97M-V functional and the def2-TZVPD basis) of C39H39AuN6O2STe as an isolated structure.

Output
**Kohn-Sham gap (spin up / spin down)**: 3.674 / 3.658 eV
**ΔE to the lowest compared entry with this formula, charge and spin**: 0.0 kJ/mol
**HOMO level (spin up / spin down)**: -11.99 / -11.98 eV
**Total energy**: -2789.84804 a.u.
**LUMO level (spin up / spin down)**: -8.311 / -8.319 eV

Structure (ORCA input):
```
! wB97M-V def2-TZVPD RIJCOSX def2/J DEFGRID3
* xyz 2 1
Au -0.35778 1.26981 -0.77007
C 0.91816 -1.88948 5.79100
C 0.51455 -1.11821 4.58728
C -0.54341 -0.20058 4.65499
C -0.89894 0.54772 3.56650
C -1.92784 1.62964 3.73588
O -1.73339 2.52760 4.51660
C -3.15975 1.51600 2.92874
C -4.10124 2.53721 3.08236
C -5.26657 2.52424 2.34347
C -5.51487 1.48016 1.46760
C -4.59490 0.45141 1.33250
C -3.41906 0.45783 2.05852
C -0.15967 0.52229 2.33436
O -0.39099 1.40645 1.46683
C 0.89151 -0.46363 2.25406
C 1.18334 -1.24359 3.37208
C 1.65932 -0.65449 1.04411
N 1.40114 -0.09357 -0.07846
C 2.22594 -0.22636 -1.25256
C 2.96220 1.08056 -1.53347
Te 1.85780 2.85489 -0.91859
C 2.71351 2.85416 1.03874
C 1.94010 2.98471 2.18218
C 2.54216 2.87027 3.42511
C 3.91127 2.68071 3.52299
C 4.68938 2.63822 2.37614
C 4.09602 2.72462 1.12951
C 2.85915 -1.53052 1.17300
C 2.79732 -2.86707 0.79893
C 3.93995 -3.64644 0.87602
C 5.13426 -3.09732 1.31071
C 5.18669 -1.76652 1.69394
C 4.04890 -0.97995 1.63212
H 0.25971 -1.67844 6.62907
H 1.94214 -1.64762 6.07977
H 0.88617 -2.95899 5.58651
H -1.06958 -0.06112 5.58982
H -3.89775 3.32834 3.78845
H -5.98498 3.32092 2.45621
H -6.43076 1.46107 0.89802
H -4.81205 -0.37400 0.67043
H -2.71157 -0.35266 1.96021
H 1.95622 -1.99374 3.29560
H 1.56076 -0.48635 -2.08132
H 2.96392 -1.03175 -1.14758
H 3.22619 1.16153 -2.58533
H 3.87308 1.12267 -0.94099
H 0.87665 3.15852 2.11001
H 1.93389 2.93978 4.31412
H 4.37878 2.58360 4.48975
H 5.76164 2.54057 2.44679
H 4.71358 2.70990 0.23960
H 1.85890 -3.28740 0.47072
H 3.89555 -4.68412 0.59133
H 6.02478 -3.70482 1.35494
H 6.11255 -1.33669 2.04359
H 4.07043 0.05395 1.94670
C -2.63910 -3.92732 -3.54716
C -3.74371 -2.88172 -3.66228
C -3.25356 -1.65083 -4.42442
C -4.28456 -2.49459 -2.26914
N -3.27096 -1.82090 -1.51308
C -2.98835 -0.51350 -1.44930
N -1.85714 -0.38477 -0.78668
N -1.47531 -1.61213 -0.44242
N -2.30149 -2.46220 -0.87000
H -2.25907 -4.18258 -4.53195
H -3.00947 -4.83552 -3.08181
H -1.80577 -3.56490 -2.94824
H -4.58546 -3.31534 -4.20726
H -2.35259 -1.24257 -3.96465
H -4.01737 -0.87659 -4.44967
H -3.01363 -1.92721 -5.44760
H -4.57206 -3.39204 -1.71829
H -5.14037 -1.82346 -2.36048
H -3.57006 0.28370 -1.85576
S -1.55096 2.02120 -2.88797
C -0.47305 2.04211 -4.20979
N -0.84718 1.35494 -5.31908
C -0.09787 1.27114 -6.43237
C 1.12065 1.88976 -6.48935
C 1.52665 2.67015 -5.39619
C 0.74064 2.74695 -4.27413
H -1.76977 0.92919 -5.29470
H -0.50526 0.70332 -7.25391
H 1.73634 1.80060 -7.36593
H 2.44752 3.23060 -5.43876
H 1.01978 3.40059 -3.45718
*
```

These are the Löwdin partial charges, in e, on atoms 1 to 8: number 1, Au, carries 0.721; number 2, C, carries -0.031; number 3, C, carries -0.225; number 4, C, carries 0.057; number 5, C, carries -0.069; number 6, C, carries -0.321; number 7, O, carries 0.136; number 8, C, carries -0.138


Number 1: largest force on an atom 0.801 eV/A. Number 2: largest force on an atom 2.422 eV/A.